Molecular formula: C19H16ClN3O3
Method: DFT, ωB97M-V with the def2-TZVPD basis set

Results
SMILES string: [H]/N=C1\OC(C)=C(C(C)=O)[C@@H](c2cc3ccc(OC)cc3nc2Cl)[C@@H]1C#N
DFT total energy: -1583.6965 Eh
energy relative to the best compared isomer or geometry (same formula, charge and spin): 76.0 kcal/mol

Cartesian coordinates (Å):
H1 -1.09 3.42 -2.54
N1 -1.54 2.81 -1.94
C1 -1.62 1.55 -2.24
O1 -0.89 1.01 -3.28
C2 -0.54 -0.34 -3.28
C3 0.20 -0.86 -4.56
C4 -0.67 -1.03 -2.13
C5 -0.54 -2.49 -2.09
C6 -1.25 -3.38 -3.16
O2 -0.03 -3.14 -1.16
C7 -1.58 -0.49 -0.98
C8 -0.79 -0.12 0.29
C9 0.44 0.43 0.27
C10 1.20 0.68 1.34
C11 2.53 1.10 1.35
C12 3.06 1.60 2.55
C13 2.52 1.38 3.77
O3 3.23 1.85 4.87
C14 2.73 1.58 6.23
C15 1.28 0.70 3.73
C16 0.58 0.41 2.56
N2 -0.66 -0.14 2.66
C17 -1.33 -0.39 1.55
Cl1 -3.01 -0.82 1.79
C18 -2.41 0.62 -1.37
C19 -3.50 0.05 -2.13
N3 -4.37 -0.49 -2.68
H2 1.10 -1.44 -4.31
H3 0.42 -0.01 -5.15
H4 -0.50 -1.55 -5.06
H5 -0.64 -3.58 -4.02
H6 -1.52 -4.33 -2.69
H7 -2.21 -3.00 -3.58
H8 -2.35 -1.33 -0.73
H9 0.85 0.46 -0.71
H10 3.11 1.19 0.43
H11 4.11 2.00 2.46
H12 2.84 0.64 6.60
H13 3.23 2.31 6.96
H14 1.62 1.65 6.29
H15 0.81 0.23 4.65
H16 -2.82 1.23 -0.55